Molecular formula: Cl2O4V2
Method: DFT, ωB97M-V/def2-TZVPD

Results
Net charge ... -1
2S+1 ... 2
<S²> ... 0.761
Kohn-Sham gap (spin up / spin down) ... 0.2454 / 0.3011 hartree

CARTESIAN COORDINATES (ANGSTROEM)
O -0.63 -0.47 -1.63
V 0.89 -0.86 -1.20
O 2.01 -0.02 -1.78
O -1.83 0.36 2.23
V -1.26 1.68 1.47
O -1.71 1.74 -0.03
Cl 1.31 -3.14 -0.21
Cl 1.21 0.70 1.15

***

Molecular formula: C19H19AlI2N7OS2
Method: DFT, ωB97M-V/def2-TZVPD

Results
Net charge ... +3
Kohn-Sham gap ... 0.1406 hartree

CARTESIAN COORDINATES (ANGSTROEM)
Al -0.08 1.01 -2.13
N -3.05 2.91 -2.50
C -1.87 3.28 -3.02
N -0.75 2.56 -2.93
C 0.33 3.21 -3.59
C 0.00 4.39 -4.13
S -1.67 4.75 -3.86
C 1.61 2.49 -3.58
C 2.78 2.80 -4.13
S 3.95 1.55 -3.82
C 2.79 0.65 -2.95
N 1.59 1.25 -2.88
N 3.07 -0.52 -2.38
H -3.21 1.99 -2.16
H -3.87 3.49 -2.64
H 0.63 5.08 -4.68
H 3.06 3.67 -4.71
H 3.98 -0.95 -2.51
H 2.35 -1.11 -1.99
C 1.71 -4.56 1.46
C 0.78 -3.61 2.17
C 1.07 -3.11 3.44
C 0.20 -2.25 4.10
C -0.98 -1.86 3.51
N -1.83 -0.95 4.22
C -2.72 -0.05 3.74
O -3.67 0.37 4.35
N -2.48 0.46 2.43
C -1.28 0.65 1.79
C -0.04 0.68 2.47
C 1.13 0.82 1.76
C 1.10 0.94 0.39
N -0.08 0.97 -0.27
C -1.25 0.83 0.42
C -1.32 -2.38 2.27
C -0.44 -3.23 1.61
H 2.64 -4.70 2.01
H 1.96 -4.20 0.46
H 1.25 -5.54 1.34
H 2.00 -3.41 3.92
H 0.45 -1.89 5.09
H -1.89 -1.05 5.22
H -3.31 0.86 2.03
H -0.02 0.62 3.54
H 2.09 0.84 2.27
H 2.00 1.04 -0.20
H -2.17 0.86 -0.15
H -2.30 -2.18 1.85
H -0.73 -3.66 0.65
I -1.25 -1.31 -2.55
I -2.27 -2.50 -4.74

***

Molecular formula: C27H29GeNO4SSe2W
Method: DFT, ωB97M-V/def2-TZVPD

Results
Energy relative to the best compared isomer or geometry (same formula, charge and spin) ... 15.6 kcal/mol
Kohn-Sham gap (spin up / spin down) ... 0.2245 / 0.2246 hartree

CARTESIAN COORDINATES (ANGSTROEM)
W 1.11 -0.60 -0.89
O 4.07 1.95 0.30
C 4.63 1.31 1.44
C 3.63 0.37 2.12
C 4.16 0.25 3.57
O 3.50 -0.72 4.35
C 2.25 1.00 2.21
Se 1.05 1.26 0.68
C 3.62 -1.05 1.55
Se 3.52 -1.13 -0.38
H 4.69 2.62 -0.01
H 4.92 2.08 2.17
H 5.53 0.75 1.17
H 4.15 1.23 4.06
H 5.20 -0.08 3.52
H 2.64 -0.38 4.62
H 2.34 2.02 2.60
H 1.64 0.43 2.92
H 2.78 -1.62 1.96
H 4.52 -1.57 1.86
O -0.23 -2.49 -4.17
C -0.18 -2.51 -2.98
O 0.81 -1.86 -2.30
C -1.15 -3.20 -2.04
C -2.15 -2.20 -1.44
Ge -1.49 -0.67 -0.35
C 0.43 0.77 -2.35
C -0.57 0.86 -3.31
C -0.27 1.34 -4.57
C 1.03 1.72 -4.89
C 2.03 1.64 -3.95
C 1.74 1.18 -2.66
C -2.63 0.85 -0.90
C -3.90 0.62 -1.43
C -4.74 1.68 -1.77
C -4.33 2.99 -1.57
C -3.07 3.23 -1.04
C -2.24 2.17 -0.70
C -1.99 -0.88 1.53
C -3.36 -0.86 1.79
C -3.85 -0.96 3.09
C -2.98 -1.09 4.15
C -1.61 -1.10 3.91
C -1.12 -1.01 2.62
H -0.59 -3.71 -1.27
H -1.68 -3.94 -2.64
H -2.86 -2.75 -0.81
H -2.73 -1.76 -2.25
H -1.58 0.55 -3.09
H -1.05 1.40 -5.32
H 1.26 2.09 -5.89
H 3.04 1.96 -4.18
H 2.54 1.20 -1.92
H -4.26 -0.39 -1.60
H -5.72 1.47 -2.18
H -4.98 3.81 -1.83
H -2.74 4.25 -0.88
H -1.26 2.40 -0.29
H -4.07 -0.74 0.98
H -4.92 -0.94 3.26
H -3.36 -1.17 5.16
H -0.92 -1.21 4.74
H -0.05 -1.03 2.46
S 0.47 -4.55 1.67
C 0.62 -3.15 0.95
N 0.72 -2.09 0.43

***

Molecular formula: C4H9NO2
Method: DFT, ωB97M-V/def2-TZVPD

Results
Energy relative to the best compared isomer or geometry (same formula, charge and spin) ... 24.0 kcal/mol
SMILES ... NC(=O)CCCO
Kohn-Sham gap ... 0.3951 hartree

CARTESIAN COORDINATES (ANGSTROEM)
N -1.56 -1.10 0.14
C -0.47 -1.10 1.08
O -0.14 -2.10 1.67
C 0.29 0.21 1.19
C 1.19 0.41 -0.06
C 0.55 1.13 -1.26
O -0.35 0.35 -2.02
H -2.44 -0.90 0.62
H -1.66 -2.05 -0.23
H -0.40 1.05 1.29
H 0.91 0.17 2.09
H 2.05 1.00 0.26
H 1.59 -0.56 -0.40
H 0.07 2.05 -0.90
H 1.36 1.42 -1.93
H -1.01 -0.01 -1.40

***

Molecular formula: C18H60O12
Method: DFT, ωB97M-V/def2-TZVPD

Results
Energy relative to the best compared isomer or geometry (same formula, charge and spin) ... 108.1 kcal/mol
SMILES ... CCO.CCO.CCO.CCO.CCO.CCO.CCO.CCO.CO.CO.O.O
Kohn-Sham gap ... 0.3725 hartree

CARTESIAN COORDINATES (ANGSTROEM)
C 0.24 2.64 1.79
O 1.05 2.92 2.92
H 0.68 3.09 0.90
H 0.25 1.57 1.62
H -0.70 3.19 1.88
H 1.72 2.24 3.02
C -1.16 -3.45 -3.81
O -1.29 -4.86 -4.07
H -2.14 -2.98 -3.91
H -0.69 -3.18 -2.86
H -0.50 -3.00 -4.56
H -1.73 -4.96 -4.91
C -1.23 3.80 -1.34
C -2.23 3.54 -2.42
O -3.50 3.18 -1.89
H -1.05 2.84 -0.86
H -1.62 4.55 -0.65
H -0.31 4.17 -1.80
H -1.96 2.68 -3.04
H -2.39 4.47 -2.96
H -4.17 3.60 -2.43
C -3.65 -0.63 -1.43
C -3.66 -0.16 -0.01
O -3.05 1.07 0.11
H -3.96 -1.67 -1.56
H -2.65 -0.61 -1.84
H -4.33 -0.04 -2.04
H -3.19 -0.90 0.63
H -4.66 -0.10 0.43
H -3.54 1.68 -0.46
C 2.73 3.33 -1.10
C 3.84 2.96 -2.04
O 3.83 3.86 -3.11
H 2.66 2.65 -0.26
H 1.82 3.25 -1.69
H 2.69 4.37 -0.79
H 3.86 1.91 -2.36
H 4.80 3.04 -1.51
H 4.64 3.79 -3.63
C -2.07 -3.62 3.33
C -1.08 -4.27 2.39
O -1.25 -5.65 2.59
H -1.93 -2.54 3.37
H -1.95 -4.17 4.26
H -3.06 -3.81 2.90
H -0.04 -3.97 2.56
H -1.17 -4.02 1.33
H -1.62 -6.14 1.86
C -3.00 1.36 4.58
C -3.07 0.16 3.65
O -2.02 0.25 2.77
H -3.47 1.34 5.57
H -3.37 2.22 4.02
H -1.98 1.61 4.89
H -4.09 0.00 3.29
H -2.88 -0.69 4.31
H -2.19 0.53 1.87
C 1.04 1.03 -3.50
C 2.26 0.24 -4.02
O 2.35 -0.87 -3.14
H 0.85 1.93 -4.09
H 1.29 1.55 -2.56
H 0.14 0.49 -3.22
H 3.22 0.70 -4.24
H 2.00 -0.26 -4.95
H 2.32 -0.50 -2.25
C -0.29 -1.54 0.38
C 0.11 -0.50 -0.59
O 1.49 -0.19 -0.36
H -0.42 -1.26 1.42
H 0.37 -2.42 0.39
H -1.16 -2.15 0.11
H -0.42 0.42 -0.33
H -0.07 -0.93 -1.57
H 1.56 0.09 0.56
C 3.43 -2.68 0.74
C 4.45 -1.61 0.31
O 5.13 -1.28 1.48
H 3.92 -3.51 1.25
H 3.13 -3.07 -0.24
H 2.66 -2.23 1.36
H 4.02 -0.73 -0.16
H 5.16 -2.02 -0.41
H 5.27 -2.08 1.99
O 2.79 0.28 2.20
H 3.56 -0.08 1.75
H 3.11 0.48 3.09
O 0.61 0.08 4.08
H 1.21 0.04 3.33
H -0.26 0.18 3.68

***

Molecular formula: C4H5NOS
Method: DFT, ωB97M-V/def2-TZVPD

Results
Energy relative to the best compared isomer or geometry (same formula, charge and spin) ... 150.4 kcal/mol
Kohn-Sham gap (spin up / spin down) ... 0.2943 / 0.2885 hartree

CARTESIAN COORDINATES (ANGSTROEM)
C 0.01 -1.06 0.93
C 0.04 -2.03 -1.14
C 0.32 0.01 0.20
C -0.14 2.33 0.94
N -0.19 -2.25 0.07
O -0.23 0.44 -2.40
S 0.60 -0.37 -1.51
H -0.06 -1.24 2.01
H -0.02 -2.94 -1.87
H 0.93 2.61 1.12
H -0.83 2.23 1.80
H -0.42 2.26 -0.14

***

Molecular formula: C14H31AsN2O3Re
Method: DFT, ωB97M-V/def2-TZVPD

Results
Net charge ... +4
2S+1 ... 4
<S²> ... 3.776
Kohn-Sham gap (spin up / spin down) ... 0.2472 / 0.2462 hartree

CARTESIAN COORDINATES (ANGSTROEM)
Re -0.15 0.33 1.12
C 4.49 0.07 1.29
N 3.63 -0.99 1.87
C 4.36 -2.09 2.57
C 2.36 -0.99 1.80
O 1.70 0.01 1.17
C 1.48 -2.08 2.38
O 0.13 -1.61 2.19
C -0.97 -2.54 2.19
C -2.07 -1.85 1.39
O -1.73 -0.66 0.86
N -3.22 -2.35 1.18
C -3.63 -3.67 1.72
C -4.27 -1.68 0.35
H 5.12 -0.39 0.52
H 3.89 0.86 0.86
H 5.12 0.45 2.09
H 3.93 -3.06 2.30
H 5.39 -2.06 2.24
H 4.31 -1.92 3.64
H 1.63 -3.02 1.84
H 1.68 -2.22 3.45
H -0.68 -3.48 1.71
H -1.29 -2.73 3.22
H -2.98 -4.00 2.52
H -4.65 -3.57 2.10
H -3.62 -4.39 0.90
H -3.85 -0.85 -0.20
H -4.66 -2.43 -0.33
H -5.06 -1.35 1.03
C 1.48 2.93 -1.35
C 0.00 3.25 -1.14
As -0.62 2.84 0.66
C -2.58 3.03 0.79
C -2.97 4.51 0.68
C 0.31 3.94 2.00
C 0.52 5.36 1.46
H 1.77 3.27 -2.34
H 1.67 1.85 -1.32
H 2.12 3.44 -0.63
H -0.65 2.72 -1.83
H -0.20 4.32 -1.24
H -2.88 2.60 1.75
H -2.99 2.43 -0.02
H -2.62 5.09 1.53
H -4.06 4.55 0.68
H -2.62 4.96 -0.25
H 1.25 3.45 2.23
H -0.33 3.92 2.89
H 1.18 5.38 0.59
H 1.01 5.93 2.25
H -0.41 5.86 1.22

***

Molecular formula: C18H23N5O3
Method: DFT, ωB97M-V/def2-TZVPD

Results
Energy relative to the best compared isomer or geometry (same formula, charge and spin) ... 146.5 kcal/mol
SMILES ... COCCOc1ccc2c(Nc3cc(C)n[nH]3)nn(C(C)C)c(=O)c2c1
Kohn-Sham gap ... 0.2845 hartree

CARTESIAN COORDINATES (ANGSTROEM)
O 2.44 -0.32 0.75
N -1.03 -0.57 1.21
N -4.49 -1.56 2.85
O 2.11 1.60 -3.88
O 5.61 1.91 -3.78
C 1.25 -0.32 0.52
C -1.47 -0.07 0.11
C -5.61 -1.12 2.16
C -5.16 -0.37 0.96
C -3.76 -0.43 1.10
C -0.09 1.07 -3.26
C -1.00 0.63 -2.36
C 1.67 0.72 -1.67
C 1.30 1.17 -2.92
C -0.59 0.22 -1.03
C 0.81 0.25 -0.72
N -3.40 -1.10 2.27
N -2.89 0.03 0.06
N 0.27 -0.86 1.40
C 6.63 0.91 -3.40
C -7.02 -1.19 2.57
C 0.23 -2.52 3.21
C 0.17 -0.03 3.69
C 3.31 2.32 -3.45
C 4.52 1.62 -2.94
C 0.70 -1.14 2.73
H -5.81 0.04 0.14
H -0.42 1.29 -4.29
H -2.17 0.59 -2.50
H 2.68 0.76 -1.48
H -2.40 -1.26 2.54
H -3.33 0.23 -0.83
H 6.68 0.65 -2.36
H 7.58 1.43 -3.64
H 6.68 0.07 -4.17
H -7.40 -2.06 2.13
H -7.61 -0.36 2.21
H -7.12 -1.30 3.59
H 1.07 -3.02 3.73
H -0.81 -2.65 3.68
H 0.27 -3.24 2.37
H 0.35 0.94 3.17
H -0.92 -0.12 3.71
H 0.66 -0.16 4.67
H 3.67 3.08 -4.18
H 2.98 2.94 -2.59
H 4.77 1.91 -1.95
H 4.29 0.61 -2.92
H 1.80 -1.23 2.81

***

Q: Which formula does entry 1 have?
A: Cl2O4V2